No. 1
{"formula": "C31H36AsGaNSSb", "method": "the ωB97M-V functional and the def2-TZVPD basis", "species": ["S", "C", "H", "C", "H", "C", "H", "C", "C", "H", "H", "C", "H", "C", "As", "H", "H", "H", "H", "C", "C", "C", "C", "N", "H", "H", "C", "Ga", "H", "C", "H", "C", "C", "C", "C", "H", "H", "Sb", "H", "C", "H", "H", "C", "H", "C", "C", "H", "C", "H", "H", "H", "C", "H", "H", "H", "H", "H", "H", "H", "C", "C", "H", "H", "C", "H", "H", "C", "C", "C", "C", "C", "H"], "xyz": [[1.4057, -5.7721, -0.1618], [-3.5802, -1.6258, 1.3373], [-3.4140, 1.7753, 1.3478], [-0.0847, 0.1444, 3.3106], [-3.1347, -2.4908, 0.8545], [1.3002, 0.1428, 3.4193], [3.9037, 1.8204, -0.8421], [5.4621, -0.7821, -0.0399], [-0.8454, 1.7173, -0.7679], [-2.6873, -2.7214, -2.3006], [3.9936, 1.9319, 1.7001], [3.1494, 0.0955, -2.9594], [-0.5993, -3.2042, 2.9883], [-3.0963, -1.8375, -2.7735], [2.6129, -0.1520, -0.0599], [5.3840, -1.2306, -1.0302], [-4.1844, -2.9543, -4.2395], [3.5281, 3.4684, 0.9750], [2.2938, 2.4366, 1.7061], [0.3433, 4.1833, -1.2033], [-0.0671, -2.2624, 3.0484], [3.2162, 2.4356, 1.1241], [-0.3746, 2.0445, -2.0382], [1.2265, -3.0320, 0.0574], [-4.8895, -2.7952, 2.5666], [-5.8637, -0.8281, 3.7001], [-2.7998, -0.5626, -2.3157], [0.4774, -1.4284, 0.5871], [2.5297, 0.9902, -3.0293], [-4.4813, -0.8451, -4.4764], [3.9396, -2.0112, 0.9130], [-3.1688, -0.3377, 1.0056], [-0.7739, -1.0568, 3.1500], [-5.1085, -0.6917, 2.9380], [-4.5593, -1.7993, 2.3028], [-3.1166, 1.5635, -2.5282], [-4.6076, 1.3020, -4.4634], [-1.6939, -0.2179, -0.5169], [-0.0788, 4.5835, 0.8587], [1.3298, -2.2554, 3.1622], [4.3146, -0.5106, 1.7674], [1.6253, -1.2035, -2.1252], [-3.7240, 0.7743, 1.6228], [5.7279, 0.2694, -0.1529], [3.0038, 1.7639, -0.2289], [-0.1398, 3.8585, 0.0576], [3.0708, -1.0656, 3.5395], [4.1891, -0.9568, 0.7813], [-5.1244, 1.4483, 3.0964], [6.2873, -1.2750, 0.4731], [0.8078, 5.1456, -1.3721], [2.6385, -0.8674, -1.8928], [1.8274, 1.0674, 3.6170], [-1.0989, 2.3761, 1.2713], [2.1826, 2.2246, -0.7777], [-1.8536, -1.0695, 3.1882], [3.2575, -1.7646, -1.8528], [-0.4984, 1.3532, -2.8649], [0.5845, 3.5446, -3.2354], [-4.1841, 0.4233, -3.9961], [-0.7234, 2.6193, 0.2840], [-0.6391, 1.0669, 3.4275], [3.1399, -0.3990, -3.9299], [1.2747, -4.2316, -0.0301], [4.1750, 0.4007, -2.7522], [-5.1337, -0.9539, -5.3319], [-4.6940, 0.5888, 2.6000], [-3.9433, -1.9686, -3.8648], [0.2274, 3.2764, -2.2496], [2.0037, -1.0560, 3.3624], [-3.3379, 0.5732, -2.9076], [1.8706, -3.1928, 3.1698]], "forces_ev_per_a": [[0.01, -0.35, -0.02], [0.02, 0.03, -0.05], [-0.05, 0.02, 0.02], [0.06, 0.04, 0.07], [-0.08, -0.04, 0.01], [-0.04, -0.01, 0.20], [-0.03, -0.09, -0.04], [-0.06, 0.06, -0.07], [-0.27, -0.33, 0.03], [0.02, 0.00, -0.02], [0.02, 0.07, 0.04], [0.02, 0.03, 0.17], [0.00, 0.01, -0.09], [0.04, -0.06, -0.01], [-0.08, -0.21, -0.24], [-0.01, 0.01, 0.00], [0.01, -0.01, 0.01], [-0.01, 0.01, 0.03], [0.03, 0.05, 0.01], [-0.01, -0.06, 0.01], [0.10, 0.14, -0.23], [-0.06, -0.13, -0.09], [-0.01, -0.08, -0.01], [-0.32, 0.08, 0.00], [-0.01, 0.00, -0.01], [-0.01, 0.00, -0.01], [0.45, 0.02, 0.47], [0.46, -0.02, -0.29], [0.02, 0.01, -0.01], [0.04, 0.08, 0.03], [-0.02, 0.01, 0.03], [0.27, 0.13, -0.35], [0.05, 0.11, 0.02], [0.01, 0.01, 0.02], [0.00, -0.05, 0.04], [-0.01, 0.01, -0.04], [-0.02, -0.02, -0.02], [-0.13, 0.06, 0.16], [0.03, -0.04, 0.03], [0.13, 0.09, 0.12], [-0.10, -0.01, -0.02], [0.01, 0.00, -0.01], [0.07, 0.02, -0.03], [0.02, -0.01, -0.02], [-0.24, -0.16, 0.37], [0.03, 0.07, 0.01], [-0.02, -0.01, -0.06], [-0.09, 0.02, -0.01], [-0.03, -0.01, -0.01], [0.00, 0.01, 0.01], [-0.04, 0.02, -0.01], [-0.03, 0.03, -0.08], [-0.01, -0.01, -0.04], [0.01, 0.01, -0.01], [0.03, -0.07, -0.02], [-0.01, 0.01, -0.14], [-0.07, -0.04, 0.08], [0.04, 0.03, -0.03], [0.01, -0.04, -0.01], [0.00, 0.00, -0.02], [-0.02, -0.02, 0.07], [0.00, 0.00, -0.03], [-0.01, 0.00, -0.01], [-0.04, 0.47, 0.07], [0.00, 0.04, -0.07], [-0.02, -0.03, 0.01], [0.01, 0.05, 0.04], [-0.03, -0.08, -0.05], [-0.01, 0.11, -0.04], [-0.04, -0.06, 0.23], [0.00, 0.06, 0.04], [0.01, 0.00, -0.13]], "lowdin_charge": [0.793, -0.157, 0.099, -0.075, 0.103, -0.080, 0.077, -0.127, -0.388, 0.104, 0.070, -0.135, 0.133, -0.116, 1.233, 0.071, 0.120, 0.089, 0.052, -0.054, -0.109, -0.138, -0.145, -0.058, 0.120, 0.121, -0.353, 0.423, 0.061, -0.042, 0.074, -0.397, -0.103, -0.044, -0.057, 0.100, 0.120, 1.570, 0.121, -0.092, 0.055, 0.047, -0.111, 0.076, -0.357, -0.061, 0.117, -0.383, 0.120, 0.091, 0.122, -0.396, 0.117, 0.087, 0.039, 0.103, 0.076, 0.106, 0.122, -0.049, -0.122, 0.119, 0.089, -0.922, 0.073, 0.121, -0.050, -0.054, -0.067, -0.098, -0.126, 0.132], "total_charge": 2, "homo_ev": -14.15, "lumo_energy_ev": -6.9808, "molar_mass_da": 721.108}

***

No. 2
{"formula": "C8H13N2S", "method": "the ωB97M-V functional and the def2-TZVPD basis", "species": ["H", "C", "H", "S", "C", "C", "H", "H", "H", "C", "H", "H", "C", "C", "C", "N", "N", "H", "H", "H", "C", "H", "H", "H"], "xyz": [[-1.8108, 1.2201, 1.2670], [4.3084, -0.0485, -1.1362], [2.9084, 0.2819, 1.8271], [5.3174, -1.1210, -0.3023], [-2.2866, 0.2828, 1.3353], [4.4313, -0.9479, 1.0815], [-1.7452, -1.9589, -1.2159], [-3.0121, -0.5673, -1.1517], [-3.4308, 0.4002, 1.0615], [-0.7757, -0.1360, -0.8016], [-2.2920, 0.0235, 2.3043], [2.0100, 1.5863, -1.5296], [2.3625, 1.5389, -0.4859], [3.3818, 0.5019, -0.3102], [-1.4374, -0.7030, 0.4499], [1.7685, 2.1465, 0.4189], [3.4861, -0.0350, 1.0023], [4.5867, -1.5375, 1.9948], [0.1331, -0.5328, -1.1390], [4.6102, 0.0221, -2.1367], [-2.0341, -0.9900, -0.8626], [-1.0025, 0.8864, -1.0186], [-1.1172, -1.4628, 1.1139], [2.0239, 2.0630, 1.4436]], "forces_ev_per_a": [[0.20, 1.50, -0.01], [-0.09, -0.03, 1.29], [0.71, -0.63, -1.46], [0.19, -0.91, 0.16], [-1.59, 0.11, -4.13], [0.04, -0.42, 1.83], [-0.71, -0.57, -0.45], [0.81, -0.31, 0.17], [2.39, -0.32, 0.10], [-2.04, 0.05, 1.19], [0.15, -1.19, 3.55], [0.11, 0.57, 0.38], [-0.27, -1.10, -1.29], [0.30, -0.15, 1.54], [-2.35, 2.31, 0.97], [-0.66, 1.14, 1.80], [-0.10, 0.33, -0.73], [0.09, 0.43, -0.46], [1.03, -0.53, -0.60], [-0.41, 0.87, -1.37], [0.66, -0.69, -0.74], [0.46, 0.62, 0.19], [1.05, -1.00, -0.23], [0.01, -0.08, -1.68]], "lowdin_charge": [0.044, -0.265, 0.203, 1.198, -0.056, -0.364, 0.092, 0.121, 0.126, -0.129, 0.011, 0.137, -0.197, -0.252, -0.325, 0.157, 0.073, 0.131, 0.059, 0.082, -0.140, 0.092, 0.109, 0.095], "total_charge": 1, "homo_ev": -12.68, "lumo_energy_ev": -4.6934, "molar_mass_da": 169.273}

***

No. 3
{"formula": "C6H7NOS", "method": "the ωB97M-V functional and the def2-TZVPD basis", "species": ["H", "H", "H", "N", "C", "C", "C", "H", "H", "H", "C", "C", "C", "O", "H", "S"], "xyz": [[-1.0219, -0.8427, 3.8936], [1.6790, 0.6339, -0.7517], [0.7355, 2.2145, -1.5111], [-0.3843, -0.2546, 0.6989], [-0.4564, 0.6307, -0.4368], [-0.7054, -0.9645, 2.9057], [0.7929, 1.0927, -1.1403], [0.0100, -0.9081, -1.9725], [0.5292, -2.6531, 2.9450], [-1.3465, 1.3804, -0.4552], [-0.1919, 0.1001, -1.8004], [0.1469, -1.9011, 2.3200], [-1.0434, 0.1515, 2.1341], [-1.5834, 1.2125, 2.1062], [-0.6718, 0.3060, -2.7642], [0.4488, -1.6287, 0.6911]], "forces_ev_per_a": [[-0.08, -0.75, 1.62], [0.64, 0.39, -0.01], [0.63, -2.67, 0.79], [-1.80, 2.00, 1.20], [-2.19, 1.21, -0.64], [1.12, -0.35, -0.84], [-1.55, 1.46, -1.01], [1.23, -1.73, 0.68], [0.65, -1.23, 0.00], [1.77, -1.50, 0.85], [0.32, 1.14, -1.05], [-1.95, 2.01, 1.02], [1.44, -0.04, -5.06], [-0.54, 0.12, 1.31], [-0.52, 1.11, 0.82], [0.84, -1.17, 0.33]], "lowdin_charge": [0.097, 0.075, 0.144, -0.356, -0.364, -0.099, -0.086, 0.050, 0.061, 0.179, -0.153, -0.370, -0.404, 0.082, 0.102, 1.042], "smiles": "O=c1ccsn1C1CC1", "homo_ev": -8.10, "lumo_energy_ev": 0.4001, "molar_mass_da": 141.195}